No. 1
{
  "formula": "C16H29BN8O4PRuS4",
  "method": "the ωB97M-V functional and the def2-TZVPD basis",
  "species": ["Ru", "C", "C", "O", "P", "S", "S", "O", "C", "C", "H", "H", "H", "H", "H", "H", "H", "H", "H", "H", "C", "N", "C", "C", "N", "B", "N", "C", "C", "N", "C", "C", "S", "C", "S", "H", "H", "H", "H", "H", "H", "H", "H", "H", "H", "H", "H", "N", "C", "N", "N", "C", "N", "H", "H", "H", "H", "C", "O", "C", "O", "H", "H", "H"],
  "coordinates": [[0.472188, 0.150710, -0.232257], [-3.725766, 4.294128, -1.346311], [-2.245320, 4.592228, -1.233851], [-1.689144, 3.873881, -0.128712], [-0.623949, 2.678671, -0.429531], [-0.013026, 1.971570, 1.307686], [-1.380179, 1.283393, -1.625017], [0.503779, 3.500484, -1.218923], [1.672130, 4.036765, -0.572098], [1.360195, 5.378484, 0.058228], [-4.184148, 4.913644, -2.121089], [-4.223683, 4.498394, -0.397000], [-3.876869, 3.243970, -1.597442], [-2.070301, 5.654235, -1.046848], [-1.726449, 4.330693, -2.158349], [2.419219, 4.114823, -1.358400], [2.041424, 3.320214, 0.156442], [1.032141, 6.098759, -0.695110], [2.253400, 5.773426, 0.548499], [0.575848, 5.275468, 0.809617], [-2.936548, 0.891892, 2.682781], [-1.856757, 0.199420, 3.351045], [-1.372197, 0.487666, 4.610349], [-0.351444, -0.367393, 4.828949], [-0.211210, -1.180251, 3.724603], [0.815833, -2.369785, 3.777190], [1.367380, -2.835451, 2.394147], [1.386322, -4.156956, 2.010957], [2.047114, -4.254183, 0.835512], [2.435531, -2.974010, 0.501443], [3.205874, -2.582184, -0.664506], [1.982977, -2.114522, 1.442781], [2.158025, -0.408840, 1.356959], [-1.133519, -0.819438, 2.815314], [-1.354909, -1.463636, 1.256922], [-2.898500, 1.947844, 2.944878], [-3.902553, 0.467946, 2.967711], [-2.794988, 0.790781, 1.609727], [-1.776004, 1.284875, 5.208717], [0.306749, -0.465197, 5.673393], [0.267433, -3.339900, 4.263303], [1.731403, -1.983019, 4.470264], [0.926283, -4.915370, 2.617498], [2.275726, -5.101166, 0.213361], [3.745158, -3.456179, -1.027833], [3.904582, -1.799476, -0.375632], [2.557682, -2.186677, -1.442393], [-3.032023, -1.561280, -2.011290], [-2.512123, -2.460716, -2.852144], [-3.362620, -3.079220, -3.725303], [-1.258005, -2.848317, -2.878258], [-0.460857, -2.212702, -2.036273], [0.222779, -1.651285, -1.295669], [-3.952044, -1.190659, -2.166498], [-2.439754, -1.021201, -1.386212], [-4.218507, -2.615769, -3.972517], [-2.897749, -3.581917, -4.461552], [2.428679, 0.710402, -3.832375], [1.531556, 0.282948, -2.826555], [1.817670, 0.756982, -1.532197], [2.841817, 1.403493, -1.412550], [2.016757, 0.358762, -4.779125], [3.428534, 0.290758, -3.687740], [2.524500, 1.797678, -3.849013]],
  "forces_ev_per_a": [[-0.8, -0.7, 0.1], [0.0, 0.0, 0.0], [0.0, 0.0, 0.0], [-0.1, -0.1, 0.0], [0.1, 0.2, 0.3], [0.2, 0.4, -0.2], [0.1, 0.0, 0.1], [0.1, -0.2, -0.2], [-0.1, 0.0, 0.0], [0.0, 0.0, 0.0], [0.0, 0.0, 0.0], [0.0, 0.0, 0.0], [0.0, 0.0, 0.0], [0.0, 0.0, 0.0], [0.0, 0.0, 0.0], [0.0, 0.0, 0.0], [0.0, -0.1, 0.0], [0.0, 0.0, 0.0], [0.0, 0.0, 0.0], [0.0, 0.0, 0.0], [0.0, 0.0, 0.0], [0.0, 0.1, 0.0], [0.0, 0.0, 0.0], [0.0, 0.0, 0.0], [0.1, 0.1, 0.1], [0.0, 0.0, 0.0], [-0.1, 0.0, -0.1], [0.0, 0.0, 0.1], [0.1, 0.0, 0.0], [0.0, 0.0, -0.1], [0.0, 0.0, 0.1], [0.0, 0.0, 0.1], [0.3, -0.2, 0.1], [0.0, -0.1, 0.0], [-0.1, 0.1, -0.2], [0.0, 0.0, 0.0], [0.0, 0.0, 0.0], [0.0, 0.0, 0.0], [0.0, 0.0, 0.0], [0.0, 0.0, 0.0], [0.0, 0.0, 0.0], [0.0, 0.0, 0.0], [0.0, 0.0, 0.0], [0.0, 0.0, 0.0], [0.0, 0.0, 0.0], [0.0, 0.0, 0.0], [0.0, 0.0, 0.0], [0.0, 0.2, 0.0], [0.1, -0.1, 0.0], [0.0, 0.0, 0.0], [0.0, 0.1, 0.0], [0.2, -0.2, 0.1], [-0.1, 0.4, -0.3], [0.0, 0.0, 0.0], [0.0, -0.1, 0.1], [0.0, 0.0, 0.0], [0.0, 0.0, 0.0], [0.0, 0.0, 0.0], [0.0, 0.1, 0.0], [0.2, 0.1, 0.0], [0.0, 0.1, 0.1], [0.0, 0.0, 0.0], [0.0, 0.0, 0.0], [0.0, 0.0, 0.0]],
  "nbo_charge": [0.0142, -0.6270, -0.0643, -0.8393, 1.6775, -0.4286, -0.5672, -0.8519, -0.0616, -0.6364, 0.1967, 0.2048, 0.2228, 0.1718, 0.1917, 0.1925, 0.2238, 0.1947, 0.2046, 0.2183, -0.4093, -0.3637, -0.1079, -0.0419, -0.4996, 0.2164, -0.4905, -0.0466, -0.0989, -0.3545, -0.4089, 0.3080, -0.1324, 0.3021, -0.3657, 0.2064, 0.1862, 0.2597, 0.2112, 0.2210, -0.0712, -0.0596, 0.2230, 0.2101, 0.1896, 0.2397, 0.2359, -0.7911, 0.6416, -0.7979, -0.6408, 0.5252, -0.4100, 0.3939, 0.4589, 0.3821, 0.4050, -0.2552, -0.5925, 0.6934, -0.7196, 0.1667, 0.1670, 0.1774],
  "homo_lumo_gap_ev": 6.04,
  "charge": -1,
  "de_lowest_kcal_mol": 0.00
}

=====

No. 2
{
  "formula": "C11H20O3Si",
  "method": "the ωB97M-V functional and the def2-TZVPD basis",
  "species": ["O", "O", "O", "C", "C", "C", "C", "Si", "C", "C", "C", "C", "C", "C", "C", "H", "H", "H", "H", "H", "H", "H", "H", "H", "H", "H", "H", "H", "H", "H", "H", "H", "H", "H", "H"],
  "coordinates": [[2.066144, 0.770394, 3.823891], [3.084318, -0.556191, 1.568268], [4.454047, 1.560548, 2.628069], [0.837378, -1.473797, 1.141272], [-3.239837, -0.475589, -1.772752], [0.379917, -0.210673, 1.083058], [-3.022636, 0.074266, -0.537356], [3.085081, 0.636751, 2.688880], [2.146354, -1.570890, 1.910216], [3.945577, 2.278197, 0.239117], [-4.612438, -1.263995, -3.568046], [4.945195, 1.738946, 1.308674], [-4.398503, -0.139085, -2.544385], [-0.665422, 0.115138, 0.052457], [-2.092793, -0.539182, 0.371576], [0.450200, -2.374293, 0.571691], [-2.597913, -1.369396, -1.975246], [0.980107, 0.581690, 1.481153], [-3.747024, 0.736858, -0.111246], [2.562405, -2.590726, 1.822266], [1.907659, -1.508519, 2.958969], [3.017386, 1.749482, 0.226779], [4.393482, 2.192726, -0.744478], [3.855096, 3.353571, 0.368402], [-4.977300, -2.094413, -2.993796], [-3.630443, -1.569236, -4.033924], [-5.356769, -1.147011, -4.280841], [5.388996, 0.769926, 0.945782], [5.794688, 2.452949, 1.359914], [-5.269332, -0.035642, -1.853888], [-4.261651, 0.807971, -3.039966], [-0.713677, 1.192215, -0.022445], [-0.310532, -0.245556, -0.912487], [-2.345840, -0.207988, 1.428365], [-2.051922, -1.639447, 0.412054]],
  "forces_ev_per_a": [[0.5, 0.0, -0.8], [0.5, 0.6, 0.4], [-1.6, -0.5, -0.6], [0.9, 0.9, 0.2], [2.1, 0.1, 4.2], [-0.3, -2.3, -2.2], [-1.9, -2.2, -2.9], [0.6, 0.4, 1.5], [-1.1, -2.4, 0.1], [1.6, 0.5, 0.9], [1.7, -0.5, 1.1], [1.6, -0.3, -1.8], [-1.7, -0.1, -1.6], [-0.6, -0.7, 1.0], [2.6, 1.5, 2.5], [0.3, 1.4, 0.9], [-0.6, 0.9, -0.4], [-0.3, 0.3, 0.6], [-0.2, 0.8, -0.1], [0.4, 0.6, -0.5], [-0.1, 0.2, 0.6], [-0.8, -0.2, 0.0], [0.2, -0.4, -0.2], [-0.6, 0.0, 0.3], [0.1, -0.9, 0.3], [-1.1, 0.4, 0.3], [-1.2, 0.8, -1.6], [-0.5, 0.8, 0.3], [-0.5, -0.4, 0.1], [0.4, 0.0, -0.7], [-0.1, 0.5, -0.3], [-0.6, 0.3, -0.1], [-0.2, 0.0, -0.1], [0.4, -0.5, -1.1], [0.1, 0.4, -0.4]],
  "nbo_charge": [-1.1903, -0.8923, -0.8619, -0.2278, -0.1766, -0.1382, -0.1887, 2.3413, -0.1264, -0.6480, -0.5910, -0.0797, -0.4519, -0.4256, -0.4286, 0.2168, 0.1928, 0.1806, 0.1979, 0.1891, 0.2106, 0.2051, 0.2302, 0.2189, 0.2005, 0.2002, 0.2084, 0.1767, 0.1913, 0.2093, 0.2129, 0.2083, 0.2099, 0.2125, 0.2137],
  "homo_lumo_gap_ev": 9.13,
  "charge": 0,
  "de_lowest_kcal_mol": 27.73
}

=====

No. 3
{
  "formula": "C2H3ClN3S",
  "method": "the ωB97M-V functional and the def2-TZVPD basis",
  "species": ["N", "S", "C", "Cl", "N", "C", "N", "H", "H", "H"],
  "coordinates": [[-1.284478, 1.256947, 0.736584], [-1.307541, -0.264288, 0.781478], [-0.378334, -0.292692, -0.973958], [-0.989357, 0.179022, -2.423212], [0.905155, -0.326783, -0.691233], [1.167899, -0.648362, 0.660688], [0.212199, -0.642803, 1.464379], [-2.181407, 1.710060, 0.824781], [1.668418, -0.098101, -1.326912], [2.187446, -0.873000, 0.947405]],
  "forces_ev_per_a": [[0.0, 0.5, 0.4], [0.9, 0.5, -1.0], [1.0, -0.4, 0.5], [0.0, -0.1, 0.0], [-0.8, 0.0, -1.0], [0.2, 0.0, 0.3], [-0.6, -0.4, 0.7], [-0.4, -0.1, 0.2], [-0.2, 0.0, -0.1], [0.1, 0.0, 0.0]],
  "nbo_charge": [-1.0240, 1.3088, 0.1185, 0.2740, -0.5593, 0.3031, -0.5422, 0.4147, 0.4582, 0.2482],
  "homo_lumo_gap_ev": 8.43,
  "smiles": "[NH+]#S1=C(Cl)NC=N1",
  "charge": 1,
  "de_lowest_kcal_mol": 25.06
}

=====

- Which value of charge does entry 3 give?
  +1

=====

- Which value of charge does entry 3 give?
  +1

=====

- charge of number 3 (C2H3ClN3S)?
  +1